Entry from the Open Molecules 2025 dataset: a structure of composition C4H7N3O (ωB97M-V/def2-TZVPD).

```
15
Properties=species:S:1:pos:R:3:forces:R:3
C 0.81430 -1.52402 -1.66792 0.23 -0.92 -2.45
C -0.37705 0.02272 0.51521 -2.60 6.49 -1.51
C -0.19266 1.06180 1.54215 -0.71 0.79 5.09
C -0.65548 2.40318 0.88189 1.38 -1.32 -0.14
H 0.75756 0.02981 -2.04808 -0.01 -5.08 1.21
H 0.12546 -2.40264 -2.54756 2.81 3.23 2.11
H 2.35409 -1.96092 -1.65203 -4.24 1.35 0.06
H 0.20994 -2.72557 -0.13635 1.57 -6.26 1.51
H -1.09163 1.13324 2.41396 2.32 -1.14 -1.85
H 0.86538 0.72388 2.14783 -2.95 2.02 -1.66
H -0.81275 3.45391 1.34277 0.59 -2.03 -0.91
N 0.03534 -1.90240 -0.46751 -0.89 5.26 -4.56
N -0.01817 -1.10798 0.59676 2.42 -3.58 2.27
N -1.04156 2.17036 -0.30491 -0.84 -1.40 -0.59
O -0.97279 0.62462 -0.61621 0.92 2.59 1.42
```
Positions in Å, forces in eV/Å.

* Kohn-Sham gap: 8.5750 eV
* HOMO: -8.100 eV
* energy: -395.742829 hartree
* relative energy (zero: lowest compared OMol25 entry of this formula, charge and spin): 254.5 kcal/mol
* maximum force: 7.2 eV Å⁻¹